A cluster of 2 separate species, C5H11NO in total. Source: OMol25; level of theory: wB97M-V/def2-TZVPD.

The highest occupied orbital energy comes out at -0.2678 Ha. The HOMO-LUMO gap is 8.131 eV. The calculation puts the maximum force at 0.6 eV Å⁻¹. The calculation puts the electronic energy at -326.94100 Eh. The calculation puts the energy above the lowest of the compared OMol25 structures with the same formula, charge and spin at 119.4 kcal/mol.

Geometry as ORCA input:
```
! wB97M-V def2-TZVPD RIJCOSX def2/J DEFGRID3
* xyz 0 1
C -1.8092 0.7320 -1.4341
C -1.3138 -0.9651 0.9475
N -0.1889 -0.3363 0.8100
C 0.4415 0.8967 1.2757
C 0.8263 0.1278 0.0844
C 2.0578 -0.4354 -0.4980
O 3.0243 -0.8026 0.4823
H -2.4569 1.1308 -0.6480
H -2.2539 -0.1898 -1.8183
H -1.7139 1.4638 -2.2343
H -2.0341 -0.5896 1.6624
H -1.5466 -1.7799 0.2724
H -0.1843 1.7886 1.1735
H 0.9972 0.8174 2.2120
H -0.7863 0.5451 -1.0735
H 1.8054 -1.2820 -1.1543
H 2.5394 0.3271 -1.1185
H 2.5960 -1.4486 1.0587
*
```

=====

A cluster of 2 separate species, C5H11NO in total. Source: OMol25; level of theory: wB97M-V/def2-TZVPD.

The highest occupied orbital energy (alpha / beta) comes out at -0.2649 / -0.2616 Ha. The HOMO-LUMO gap (alpha / beta) is 7.453 / 7.290 eV. The calculation puts the maximum force at 0.7 eV Å⁻¹. The calculation puts the electronic energy at -327.01137 Eh. The calculation puts the energy above the lowest of the compared OMol25 structures with the same formula, charge and spin at 75.3 kcal/mol.

Geometry as ORCA input:
```
! wB97M-V def2-TZVPD RIJCOSX def2/J DEFGRID3
* xyz 0 1
C 1.6891 -1.7132 -0.0901
C -0.3454 0.6666 -1.9316
N -0.3956 0.8941 -0.6259
C 0.3306 1.7834 0.0785
C -1.3053 -0.0070 0.1283
O -2.0456 -0.7289 -0.4763
C -1.2277 0.0320 1.6296
H 2.3994 -2.0034 -0.8679
H 0.6911 -2.0603 -0.3739
H 1.9811 -2.1753 0.8566
H -0.8881 -0.1725 -2.3323
H 0.2646 1.3225 -2.5364
H 0.9908 2.4301 -0.4832
H 0.0176 2.0512 1.0731
H 1.6902 -0.6237 0.0169
H -1.8634 -0.7684 2.0080
H -1.5989 0.9903 2.0062
H -0.1994 -0.0959 1.9748
*
```

=====

The molecule C5H11NO. Source: OMol25; level of theory: wB97M-V/def2-TZVPD.

The highest occupied orbital energy comes out at -0.3465 Ha. The structure (SMILES) is CNC(=O)C(C)C. The HOMO-LUMO gap is 10.328 eV. The calculation puts the maximum force at 1.7 eV Å⁻¹. The calculation puts the electronic energy at -327.11398 Eh. The calculation puts the energy above the lowest of the compared OMol25 structures with the same formula, charge and spin at 10.9 kcal/mol.

Geometry as ORCA input:
```
! wB97M-V def2-TZVPD RIJCOSX def2/J DEFGRID3
* xyz 0 1
C -1.1935 -1.0371 -1.6990
N -0.3950 0.1573 -1.5354
C -0.0507 0.6634 -0.2877
O 0.1857 1.8539 -0.1925
C 0.1048 -0.3033 0.8555
C 1.2946 -1.2221 0.5884
C 0.1028 0.3946 2.2088
H -2.2235 -0.9535 -1.3355
H -0.7485 -1.8855 -1.1802
H -1.2929 -1.2781 -2.7547
H -0.3807 0.8370 -2.2574
H -0.8090 -0.9171 0.8656
H 2.2014 -0.6081 0.6153
H 1.4069 -2.1179 1.1906
H 1.2636 -1.5422 -0.4568
H -0.2652 -0.2904 2.9781
H -0.4866 1.3035 2.2814
H 1.1207 0.6157 2.5461
*
```

=====

The molecule C5H11NO. Source: OMol25; level of theory: wB97M-V/def2-TZVPD.

The highest occupied orbital energy comes out at -0.3297 Ha. The structure (SMILES) is CCN(C)C(C)=O. The HOMO-LUMO gap is 9.854 eV. The calculation puts the maximum force at 11.0 eV Å⁻¹. The calculation puts the electronic energy at -326.98476 Eh. The calculation puts the energy above the lowest of the compared OMol25 structures with the same formula, charge and spin at 92.0 kcal/mol.

Geometry as ORCA input:
```
! wB97M-V def2-TZVPD RIJCOSX def2/J DEFGRID3
* xyz 0 1
C -1.7413 -0.6036 -0.2591
C -0.9586 -0.0209 0.8640
N 0.3038 0.6676 0.4612
C 0.0544 1.8237 -0.4086
C 1.5154 -0.0811 0.2122
C 1.4243 -1.5184 -0.1514
O 2.5553 0.6418 0.2563
H -2.6109 -0.9840 0.2281
H -1.0595 -1.3439 -0.8645
H -2.2169 0.1930 -0.9055
H -0.6359 -0.7875 1.5343
H -1.5377 0.8827 1.4815
H 0.9975 2.5054 -0.1893
H -0.2655 1.6886 -1.2910
H -0.5018 2.5905 -0.0670
H 0.8540 -1.9395 0.4373
H 1.3411 -1.7734 -1.2600
H 2.4821 -1.9409 -0.0783
*
```

=====

A cluster of 2 separate species, C5H11NO in total. Source: OMol25; level of theory: wB97M-V/def2-TZVPD.

The highest occupied orbital energy comes out at -0.3110 Ha. The structure (SMILES) is C=C(C)N.C=CO. The HOMO-LUMO gap is 9.272 eV. The calculation puts the maximum force at 3.0 eV Å⁻¹. The calculation puts the electronic energy at -327.03490 Eh. The calculation puts the energy above the lowest of the compared OMol25 structures with the same formula, charge and spin at 60.5 kcal/mol.

Geometry as ORCA input:
```
! wB97M-V def2-TZVPD RIJCOSX def2/J DEFGRID3
* xyz 0 1
C 0.7530 -1.8398 -1.3681
C -0.2947 -1.8779 -0.5310
C -1.4173 -0.8671 -0.4210
N -0.4431 -2.9878 0.3984
H 1.5419 -2.6008 -1.4311
H 0.7450 -0.9810 -2.0396
H -1.5203 -0.4650 0.5698
H -2.4163 -1.1667 -0.7782
H -1.0578 -0.0643 -1.0457
H -1.4104 -3.2187 0.5937
H 0.0718 -3.8637 0.1589
C 0.6173 3.3906 1.6936
C 0.6992 2.8333 0.5212
O 1.6142 1.8275 0.2609
H -0.1483 4.2251 1.8730
H 1.3883 3.0759 2.4407
H 0.0894 3.1720 -0.3842
H 1.1883 1.4083 -0.5111
*
```

=====

The molecule C5H11NO. Source: OMol25; level of theory: wB97M-V/def2-TZVPD.

The highest occupied orbital energy comes out at -0.3432 Ha. The structure (SMILES) is C=NCCCCO. The HOMO-LUMO gap is 10.365 eV. The calculation puts the maximum force at 2.6 eV Å⁻¹. The calculation puts the electronic energy at -327.05140 Eh. The calculation puts the energy above the lowest of the compared OMol25 structures with the same formula, charge and spin at 50.2 kcal/mol.

Geometry as ORCA input:
```
! wB97M-V def2-TZVPD RIJCOSX def2/J DEFGRID3
* xyz 0 1
C 0.6998 -0.8076 2.7710
N 0.9307 -0.2204 1.6851
C 1.0861 -0.9064 0.4321
C -0.2271 -0.9273 -0.3861
C -0.9056 0.5013 -0.3878
C -0.2906 1.4600 -1.4021
O -0.7565 1.0990 -2.6991
H 0.5259 -0.2189 3.6641
H 0.4764 -1.8873 2.7819
H 1.3711 -1.9638 0.5712
H 1.8533 -0.4333 -0.1697
H -0.9561 -1.6226 0.0157
H -0.1184 -1.0541 -1.4624
H -0.7443 0.9135 0.6107
H -1.9974 0.4633 -0.4954
H 0.7860 1.2692 -1.3011
H -0.5581 2.4788 -1.1100
H -1.1752 1.8566 -3.1181
*
```

=====

The molecule C5H11NO. Source: OMol25; level of theory: wB97M-V/def2-TZVPD.

The highest occupied orbital energy comes out at -0.3210 Ha. The structure (SMILES) is CC[C@@H](C=O)NC. The HOMO-LUMO gap is 9.655 eV. The calculation puts the maximum force at 6.1 eV Å⁻¹. The calculation puts the electronic energy at -327.01022 Eh. The calculation puts the energy above the lowest of the compared OMol25 structures with the same formula, charge and spin at 76.0 kcal/mol.

Geometry as ORCA input:
```
! wB97M-V def2-TZVPD RIJCOSX def2/J DEFGRID3
* xyz 0 1
C 0.4447 -1.5793 -1.7864
C -0.5711 -0.7477 -1.0379
C 0.1285 -0.0288 0.1780
C 1.6076 0.3547 0.0260
O 2.5705 -0.0103 0.7142
N -0.5770 1.1857 0.6829
C -0.8649 1.3629 2.0271
H 0.1487 -1.2209 -2.8559
H 0.1661 -2.6214 -1.6635
H 1.5331 -1.4504 -1.4941
H -1.5095 -1.3142 -0.7811
H -0.9993 0.0400 -1.7247
H 0.0637 -0.6793 1.1031
H 1.7131 0.9768 -1.0219
H -1.3730 1.4183 0.1284
H 0.0143 2.1392 2.5785
H -0.6813 0.3916 2.6140
H -1.8141 1.7830 2.3134
*
```

=====

The molecule C5H11NO. Source: OMol25; level of theory: wB97M-V/def2-TZVPD.

The highest occupied orbital energy comes out at -0.3328 Ha. The structure (SMILES) is C[C@H]1[C@@H](C)N[C@@H]1O. The HOMO-LUMO gap is 10.076 eV. The calculation puts the maximum force at 0.4 eV Å⁻¹. The calculation puts the electronic energy at -327.07559 Eh. The calculation puts the energy above the lowest of the compared OMol25 structures with the same formula, charge and spin at 35.0 kcal/mol.

Geometry as ORCA input:
```
! wB97M-V def2-TZVPD RIJCOSX def2/J DEFGRID3
* xyz 0 1
C -0.4110 1.4621 -0.9389
C 0.4306 0.2257 -0.6516
C 0.5013 -0.2852 0.8140
C -0.1693 0.5266 1.9045
N -0.1352 -1.5590 0.4183
C -0.1788 -1.1678 -0.9976
O 0.5906 -1.9549 -1.8617
H -1.4760 1.2731 -0.7662
H -0.1152 2.3079 -0.3048
H -0.2907 1.7776 -1.9807
H 1.4311 0.3723 -1.0833
H 1.5346 -0.4866 1.1275
H 0.4403 1.4053 2.1472
H -1.1681 0.8741 1.6153
H -0.2608 -0.0749 2.8167
H -1.0486 -1.7216 0.8360
H -1.1902 -1.2215 -1.4221
H 1.5154 -1.7535 -1.6727
*
```

=====

The molecule C5H11NO. Source: OMol25; level of theory: wB97M-V/def2-TZVPD.

The highest occupied orbital energy comes out at -0.3272 Ha. The structure (SMILES) is C=CC[C@H](N)CO. The HOMO-LUMO gap is 9.753 eV. The calculation puts the maximum force at 2.0 eV Å⁻¹. The calculation puts the electronic energy at -327.05245 Eh. The calculation puts the energy above the lowest of the compared OMol25 structures with the same formula, charge and spin at 49.5 kcal/mol.

Geometry as ORCA input:
```
! wB97M-V def2-TZVPD RIJCOSX def2/J DEFGRID3
* xyz 0 1
C 0.0876 0.6244 -2.4538
C 1.0185 0.5841 -1.5042
C 0.8199 1.0266 -0.0910
C -0.2824 0.2464 0.6951
N -0.2312 0.5909 2.1060
C -0.2462 -1.2531 0.4359
O -1.2920 -1.8519 1.1792
H 0.1945 0.3462 -3.4903
H -0.8373 1.1315 -2.1779
H 1.8037 -0.1579 -1.6654
H 0.6372 2.1013 -0.0423
H 1.6853 0.8813 0.5630
H -1.1851 0.6394 0.2185
H -1.0460 1.1122 2.3869
H -0.1193 -0.2221 2.6896
H -0.5008 -1.3576 -0.6194
H 0.7410 -1.6383 0.6525
H -1.2475 -2.8036 1.1178
*
```

=====

A cluster of 2 separate species, C5H11NO in total. Source: OMol25; level of theory: wB97M-V/def2-TZVPD.

The highest occupied orbital energy comes out at -0.3086 Ha. The structure (SMILES) is C=C(C)N.CC=O. The HOMO-LUMO gap is 9.385 eV. The calculation puts the maximum force at 1.0 eV Å⁻¹. The calculation puts the electronic energy at -327.07277 Eh. The calculation puts the energy above the lowest of the compared OMol25 structures with the same formula, charge and spin at 36.8 kcal/mol.

Geometry as ORCA input:
```
! wB97M-V def2-TZVPD RIJCOSX def2/J DEFGRID3
* xyz 0 1
C 0.3096 1.1280 -1.5976
C 1.0576 0.2080 -0.9757
C 1.8396 -0.8387 -1.7138
N 1.2003 0.1437 0.4134
H -0.0366 2.0052 -1.0635
H 0.1013 1.0289 -2.6523
H 1.6895 -1.8004 -1.2083
H 2.9164 -0.6656 -1.6794
H 1.4933 -0.9486 -2.7379
H 2.1469 -0.0315 0.7230
H 0.7747 0.9188 0.8969
C -2.3171 -0.6689 1.7450
C -1.4119 0.5036 1.5740
O -0.8448 1.1089 2.4525
H -2.4786 -0.9037 2.7968
H -1.8825 -1.5321 1.2349
H -3.2796 -0.4607 1.2725
H -1.2782 0.8050 0.5196
*
```

=====

A cluster of 2 separate species, C5H11NO in total. Source: OMol25; level of theory: wB97M-V/def2-TZVPD.

The highest occupied orbital energy comes out at -0.2969 Ha. The structure (SMILES) is C=C/C=C(/C)N.O. The HOMO-LUMO gap is 8.902 eV. The calculation puts the maximum force at 4.1 eV Å⁻¹. The calculation puts the electronic energy at -327.00956 Eh. The calculation puts the energy above the lowest of the compared OMol25 structures with the same formula, charge and spin at 76.4 kcal/mol.

Geometry as ORCA input:
```
! wB97M-V def2-TZVPD RIJCOSX def2/J DEFGRID3
* xyz 0 1
C -1.2612 0.1792 -1.9638
C -0.8413 -0.8242 -1.1463
C -0.1286 -0.8381 0.1328
C -0.0797 0.0994 1.1076
C 0.9528 -0.1875 2.1697
N -0.7094 1.3180 1.2190
H -1.7060 0.1981 -2.9191
H -1.2340 1.1711 -1.4943
H -1.1687 -1.8562 -1.5241
H -0.0349 -1.9476 0.3745
H 1.5716 0.6160 2.3921
H 1.2311 -1.2153 1.9322
H 0.7207 -0.3884 3.2130
H -0.3846 2.0549 1.7123
H -1.3239 1.5472 0.5004
O 1.8112 -0.1071 -2.0396
H 1.5648 -0.0002 -1.1261
H 1.0201 0.1806 -2.5402
*
```

=====

A cluster of 2 separate species, C5H11NO in total. Source: OMol25; level of theory: wB97M-V/def2-TZVPD.

The highest occupied orbital energy comes out at -0.3809 Ha. The structure (SMILES) is CN=C=O.CCC. The HOMO-LUMO gap is 11.064 eV. The calculation puts the maximum force at 0.8 eV Å⁻¹. The calculation puts the electronic energy at -327.09835 Eh. The calculation puts the energy above the lowest of the compared OMol25 structures with the same formula, charge and spin at 20.7 kcal/mol.

Geometry as ORCA input:
```
! wB97M-V def2-TZVPD RIJCOSX def2/J DEFGRID3
* xyz 0 1
C 3.1428 0.6365 -0.1508
N 2.0227 -0.1599 0.2652
C 1.3315 -0.3301 1.2320
O 0.5903 -0.5854 2.1107
H 2.7948 1.5123 -0.7059
H 3.7773 0.0403 -0.8095
H 3.7311 0.9687 0.7085
C -1.7710 -1.4637 -0.1477
C -1.2577 -0.1645 -0.7672
C -1.6341 1.0669 0.0565
H -1.4486 -1.5489 0.8965
H -1.3929 -2.3402 -0.6857
H -2.8663 -1.5048 -0.1637
H -0.1683 -0.2169 -0.8700
H -1.6499 -0.0598 -1.7869
H -2.7183 1.2293 0.0500
H -1.3246 0.9455 1.1017
H -1.1587 1.9745 -0.3337
*
```